Molecular formula: C15H31FP2Sn
Method: DFT, ωB97M-V/def2-TZVPD

Atoms and positions in Å:
1 H 4.04 -2.27 -2.84
2 H 1.64 -0.79 -6.12
3 H 2.11 -0.54 -3.73
4 H 2.96 0.93 -1.66
5 H 0.04 -2.41 -5.07
6 H -0.96 2.03 -2.71
7 C -2.19 1.22 -5.47
8 C -1.84 -0.37 -2.10
9 C -1.71 -1.67 -6.11
10 C 1.56 -0.33 -2.80
11 C 0.59 -0.75 -6.47
12 H -2.26 -2.61 -5.91
13 C -0.22 2.77 -2.36
14 C -0.78 1.10 -5.34
15 C 0.07 0.71 -6.50
16 H -1.73 -0.67 -8.05
17 H 0.30 -3.75 -1.79
18 F -3.89 -0.98 -4.29
19 P 1.91 -1.90 -1.74
20 H 2.71 -2.98 -3.82
21 H 2.19 1.69 -3.13
22 C 2.02 1.03 -2.25
23 P 0.96 2.08 -1.13
24 C 3.10 -2.82 -2.81
25 H 0.92 1.40 -6.58
26 H -0.50 0.82 -7.43
27 H 0.36 3.13 -3.22
28 H -0.46 -2.29 -2.51
29 H 0.66 -3.28 -3.44
30 H -1.07 -0.91 -1.53
31 H 1.68 4.33 -0.43
32 H -3.26 -1.35 -7.46
33 H -2.74 1.33 -7.53
34 C -0.36 -1.58 -5.66
35 C -2.36 -0.79 -7.16
36 C -2.88 0.62 -6.70
37 C 2.01 3.62 -1.21
38 H 3.07 3.39 -1.07
39 H 0.48 -0.31 -3.03
40 H 1.86 4.11 -2.19
41 H 3.25 -3.79 -2.33
42 Sn -1.97 -0.56 -4.23
43 C 0.47 -2.88 -2.44
44 H 0.63 -1.08 -7.53
45 H -3.97 0.52 -6.50
46 H -0.26 1.64 -4.55
47 H -2.82 -0.72 -1.73
48 H -0.75 3.62 -1.91
49 H -2.76 1.96 -4.88
50 H -1.75 0.68 -1.84

Values from the calculation:
Energy = -1586.81083 Eh
Energy relative to the best compared isomer or geometry (same formula, charge and spin) = 0.00 kcal per mole
2S+1 = 1
Highest occupied orbital energy (alpha / beta) = -6.1816 / -6.1670 eV
HOMO-LUMO gap (alpha / beta) = 0.2461 / 0.2479 Eh
LUMO (alpha / beta) = 0.515 / 0.580 eV
Charge = 0

---

Molecular formula: C15H31N4O3
Method: DFT, ωB97M-V/def2-TZVPD

Atoms and positions in Å:
1 H 0.40 0.75 -4.14
2 C -0.10 1.26 3.55
3 H 3.09 1.95 2.04
4 H 1.72 -0.75 -5.36
5 H -0.27 1.12 -2.51
6 C 1.66 -1.63 -3.43
7 H 2.85 -2.06 -5.14
8 N -0.87 3.80 4.81
9 N 0.54 0.20 -0.18
10 H -0.42 3.52 5.68
11 H -1.24 -5.07 -1.61
12 H -0.59 2.91 2.25
13 H -2.69 2.82 5.37
14 C 1.10 2.08 1.36
15 O 2.60 0.30 0.73
16 H -0.16 3.83 4.09
17 H 2.34 -2.27 -2.86
18 H -1.01 1.49 1.55
19 H -0.40 0.56 -0.22
20 N 2.24 2.48 2.22
21 C -1.96 2.81 4.52
22 H 4.51 4.04 2.77
23 H -0.01 0.17 3.38
24 H 0.61 -3.52 -1.47
25 C 2.43 -1.18 -4.68
26 H -2.15 0.79 3.86
27 C -0.45 -1.83 -1.04
28 H -1.29 0.97 5.38
29 C -1.46 -4.04 -1.33
30 C 1.21 -0.49 -2.46
31 N -0.31 -3.13 -1.34
32 H -2.50 3.12 3.61
33 C 3.80 3.78 3.58
34 H 0.79 -2.19 -3.77
35 H 1.59 -1.59 -0.64
36 H 0.98 2.83 0.62
37 C 0.07 0.31 -3.15
38 H -1.86 -4.01 -0.33
39 H -2.19 -3.71 -2.03
40 C 0.79 -0.95 -1.04
41 H 3.78 4.67 4.23
42 H -1.18 4.77 4.85
43 O -1.56 -1.29 -0.82
44 H 0.73 1.65 4.11
45 H 2.09 0.17 -2.31
46 H 3.19 -0.46 -4.39
47 O 1.45 4.20 3.39
48 C 1.47 0.78 0.61
49 C 2.42 3.53 3.00
50 C -1.41 1.40 4.36
51 H -0.84 -0.26 -3.36
52 H 4.17 2.89 4.10
53 C -0.22 1.93 2.17

Values from the calculation:
Energy = -1034.74766 Eh
Energy relative to the best compared isomer or geometry (same formula, charge and spin) = 12.79 kcal per mole
2S+1 = 1
SMILES = CC[C@@H](C)[C@@H](NC(=O)[C@@H](CCCC[NH3+])NC(C)=O)C(=O)NC
Highest occupied orbital energy = -11.9880 eV
HOMO-LUMO gap = 0.3398 Eh
LUMO = -2.741 eV
Charge = +1

---

Molecular formula: C15H31NO2P2W
Method: DFT, ωB97M-V/def2-TZVPD

Atoms and positions in Å:
1 C 1.79 -2.25 -3.15
2 H -1.25 -0.57 -4.35
3 H 1.12 2.25 3.21
4 H -1.20 -2.62 2.80
5 H 0.98 3.64 -3.69
6 H -1.71 3.24 -2.06
7 H 1.23 -2.49 2.48
8 H 0.89 -0.99 6.00
9 H 1.74 1.43 0.78
10 C 1.66 0.74 1.65
11 H 2.21 -1.16 0.75
12 C 0.65 -1.63 2.13
13 N -1.05 1.82 6.26
14 C 1.21 3.13 -2.74
15 H 1.64 -2.73 -4.13
16 H 0.39 -2.50 5.11
17 H -1.42 3.07 -3.83
18 C -0.90 -2.87 -2.86
19 H -1.94 -2.54 -2.76
20 H 2.07 -3.01 -2.41
21 H 0.67 -0.62 0.20
22 H -0.84 0.77 0.50
23 C 0.79 1.34 2.71
24 H -1.25 2.06 3.09
25 O -1.82 1.03 5.66
26 H 2.26 2.79 -2.74
27 H -2.31 1.20 1.19
28 H 2.69 0.70 2.02
29 C 0.35 0.90 -4.19
30 H 2.60 -1.51 -3.22
31 W 0.18 -0.37 3.62
32 C -1.82 -0.85 1.64
33 H -0.74 -3.32 -3.85
34 H -0.70 -3.61 -2.08
35 P 0.23 -1.45 -2.62
36 P 0.10 1.69 -2.51
37 H -0.87 -1.41 5.84
38 C -1.40 0.62 1.43
39 C -0.74 1.20 2.65
40 O 0.18 1.90 6.00
41 C 1.27 -0.68 1.12
42 H -2.32 1.81 -2.92
43 H -2.13 -1.32 0.68
44 C -1.50 2.54 -2.87
45 C 0.12 -1.46 5.37
46 C -0.16 -0.54 -4.22
47 H -2.77 -0.85 2.21
48 H 1.07 3.82 -1.90
49 H 0.31 -1.11 -5.04
50 H 1.44 0.94 -4.40
51 H -0.17 1.51 -4.94
52 C -0.81 -1.69 2.38

Values from the calculation:
Energy = -1544.25597 Eh
Energy relative to the best compared isomer or geometry (same formula, charge and spin) = 0.00 kcal per mole
2S+1 = 3
Highest occupied orbital energy (alpha / beta) = -14.8347 / -14.8358 eV
HOMO-LUMO gap (alpha / beta) = 0.2884 / 0.2030 Eh
LUMO (alpha / beta) = -6.987 / -9.311 eV
Charge = +2

---

Molecular formula: C15H32As2GaN2O5
Method: DFT, ωB97M-V/def2-TZVPD

Atoms and positions in Å:
1 O 1.12 -3.83 2.93
2 N 0.51 -2.10 -1.30
3 H 2.39 2.92 0.99
4 C -2.85 1.39 2.39
5 H 1.64 -4.65 3.00
6 H 0.81 -1.21 -5.35
7 C -3.37 3.61 1.52
8 C -1.77 -1.85 1.72
9 C -3.67 2.52 2.35
10 C 0.05 4.00 -1.47
11 H 0.14 -1.16 4.02
12 H 1.61 -4.16 -3.23
13 O 0.04 -3.20 -0.54
14 As 0.28 2.48 -0.27
15 H 2.36 -0.41 -4.96
16 H 2.67 0.00 -1.18
17 H -0.85 0.23 -2.15
18 H -4.56 2.54 2.98
19 H -1.49 -0.83 -1.12
20 H 1.53 1.91 -2.64
21 C 1.69 -1.22 -4.71
22 H -4.02 4.49 1.50
23 O 2.81 0.18 -0.20
24 H -3.08 0.54 3.03
25 H 2.16 -3.01 1.31
26 H -2.21 -1.98 0.72
27 C 2.03 -2.84 2.40
28 H 3.03 -2.89 2.92
29 C 1.34 2.81 1.31
30 C 0.64 -3.68 -3.20
31 H -1.99 4.43 0.06
32 H 1.55 -1.84 2.55
33 H -1.43 -0.25 4.10
34 C 0.77 -2.32 -2.58
35 C -2.23 3.59 0.71
36 H 0.13 0.66 3.97
37 H 0.98 4.08 -2.06
38 H -0.81 3.84 -2.13
39 N 1.22 -0.07 -2.58
40 H 0.06 -2.98 0.42
41 H 0.94 3.75 1.71
42 H -2.55 -1.61 2.46
43 C -1.71 1.35 1.59
44 O -1.67 0.00 -1.63
45 H 2.33 1.04 0.01
46 O 1.63 1.14 -3.26
47 As -0.58 -0.30 1.78
48 H -0.10 4.87 -0.83
49 C 1.25 -1.19 -3.28
50 H 2.19 -2.18 -4.86
51 H 0.32 -3.52 -4.23
52 H 1.21 2.00 2.04
53 H -1.21 -2.74 2.03
54 H -0.07 -4.29 -2.68
55 C -1.41 2.45 0.75
56 C -0.41 -0.26 3.72
57 Ga 0.59 -0.28 -0.54

Values from the calculation:
Energy = -7472.34148 Eh
2S+1 = 1
Highest occupied orbital energy (alpha / beta) = -9.6646 / -8.4723 eV
HOMO-LUMO gap (alpha / beta) = 0.2434 / 0.1897 Eh
LUMO (alpha / beta) = -3.042 / -3.311 eV
Charge = +1

---

Molecular formula: C15H32BrClN4O5P
Method: DFT, ωB97M-V/def2-TZVPD

Atoms and positions in Å:
1 H 2.33 2.91 -1.36
2 H 2.83 -1.88 -0.59
3 H 1.35 4.21 0.87
4 C -3.17 -2.69 -0.33
5 N 0.35 0.91 -0.09
6 Br -0.27 5.74 -2.16
7 H 1.82 5.73 -0.01
8 H -4.63 -3.26 3.53
9 C 2.03 4.62 0.07
10 O -2.88 -1.85 0.81
11 H 4.50 -3.47 -2.09
12 O 0.23 0.64 3.39
13 C -0.30 0.13 0.99
14 C -3.04 -2.66 2.01
15 N -1.42 1.24 -1.74
16 C -1.63 -0.20 -2.01
17 C 1.85 3.95 -1.37
18 N -2.97 2.98 0.57
19 N -0.44 3.20 -0.68
20 O -3.00 -0.47 -1.61
21 H -3.18 3.49 1.44
22 H -5.29 -3.02 1.85
23 H 3.10 4.47 0.43
24 H 1.04 0.94 3.86
25 H -0.98 -0.91 -1.42
26 H -1.28 0.64 1.27
27 H 4.42 -1.24 -1.11
28 H -0.59 -0.94 0.67
29 Cl 1.54 0.09 -0.99
30 H -1.79 5.15 0.36
31 C -4.53 -2.59 2.60
32 H -4.20 -3.18 -0.14
33 P -2.02 3.91 -0.33
34 H 0.24 3.21 -2.77
35 H -2.35 -3.49 -0.40
36 H 6.45 -3.30 -0.62
37 H 0.93 -1.14 2.39
38 C 5.53 -3.70 -0.18
39 H -2.34 -2.35 2.84
40 H -2.83 -3.77 1.81
41 C 4.40 -2.02 0.88
42 O 4.08 -1.23 1.73
43 C -0.55 1.74 -0.87
44 C 0.30 3.84 -1.83
45 H -2.70 4.17 -1.57
46 O 5.30 -3.02 1.07
47 H 5.66 -4.76 0.01
48 H 3.52 -4.12 -0.77
49 H -4.33 -2.02 -2.13
50 H -4.79 -1.52 2.89
51 H -2.00 1.90 -2.28
52 C 4.31 -3.41 -1.02
53 C -3.28 -1.89 -1.71
54 H 2.38 4.63 -2.12
55 C 0.72 -0.02 2.21
56 H 1.71 0.44 1.87
57 C 3.91 -2.03 -0.55
58 H -1.57 -0.38 -3.14
59 H -2.50 -2.34 -2.42

Values from the calculation:
Energy = -4561.07395 Eh
2S+1 = 1
Highest occupied orbital energy = -12.1031 eV
HOMO-LUMO gap = 0.2640 Eh
LUMO = -4.921 eV
Charge = +1

---

Molecular formula: C15H32EuNO3P2
Method: DFT, ωB97M-V/def2-TZVPD

Atoms and positions in Å:
1 C 2.25 -0.51 -3.77
2 H -3.49 -2.50 -1.85
3 H 2.94 0.13 -4.32
4 H 3.59 1.40 1.41
5 H -2.66 -0.98 -2.31
6 H 3.79 0.20 0.09
7 C -2.19 -3.13 0.85
8 H -1.53 3.40 1.87
9 H 4.37 1.88 -0.13
10 H -1.34 -3.47 1.46
11 H -1.02 -3.55 -2.12
12 H 1.41 2.10 -2.63
13 O -1.56 0.96 0.91
14 H 1.70 3.67 0.97
15 P -1.57 -1.94 -0.38
16 H -4.40 2.75 0.76
17 H 3.13 -2.57 2.85
18 H -3.90 1.48 -0.37
19 C -3.50 0.55 2.21
20 P 1.90 1.68 -0.29
21 H -4.37 1.03 2.70
22 H 2.60 4.07 -0.51
23 C 1.94 -1.79 -4.20
24 H 0.78 -3.57 -3.74
25 O 3.81 0.67 4.19
26 C -3.00 -1.59 -1.47
27 H -2.95 2.97 -0.23
28 N 0.92 -0.83 -1.79
29 C 1.77 3.49 -0.10
30 H -2.89 0.07 2.98
31 H -3.87 -0.23 1.53
32 C 1.06 -2.56 -3.45
33 H -1.53 2.21 3.19
34 H -2.98 3.21 2.90
35 C 2.07 1.37 -2.11
36 H 0.84 3.81 -0.57
37 C -0.43 -2.90 -1.45
38 H 0.19 -3.55 -0.78
39 H -3.72 -1.01 -0.87
40 C 3.58 1.26 0.32
41 C 0.53 -2.03 -2.27
42 C -2.15 2.68 2.41
43 C 1.72 -0.05 -2.55
44 H -2.70 -3.99 0.42
45 H -2.88 -2.57 1.49
46 Eu 0.25 -0.24 1.06
47 H 3.12 1.24 3.76
48 H 3.10 1.59 -2.45
49 C -3.52 2.24 0.33
50 H 2.37 -2.19 -5.11
51 C -2.68 1.60 1.45
52 H 4.12 1.22 4.94
53 H 3.94 -3.80 2.41
54 O 3.04 -3.41 2.36

Values from the calculation:
Energy = -2264.09460 Eh
Energy relative to the best compared isomer or geometry (same formula, charge and spin) = 21.56 kcal per mole
2S+1 = 8
Highest occupied orbital energy (alpha / beta) = -10.4169 / -11.0078 eV
HOMO-LUMO gap (alpha / beta) = 0.2687 / 0.2908 Eh
LUMO (alpha / beta) = -3.104 / -3.095 eV
Charge = +1

---

Molecular formula: C15H32N3O2PPtSi
Method: DFT, ωB97M-V/def2-TZVPD

Atoms and positions in Å:
1 H -2.25 -3.42 0.27
2 C -0.14 -5.90 -0.78
3 H 1.89 -5.60 -1.42
4 C 2.83 2.04 -0.28
5 Si 2.27 0.27 -0.60
6 H -0.44 -0.57 -4.47
7 O 0.87 0.08 1.83
8 C -0.23 -3.06 -0.39
9 C -2.48 3.34 1.56
10 H -1.16 4.75 -0.35
11 H -2.82 4.38 1.48
12 H -2.20 -5.88 -0.09
13 H -0.23 5.23 1.09
14 H -3.08 0.00 -2.28
15 C -2.49 0.87 -2.61
16 C -1.02 3.19 1.12
17 H 0.76 -1.12 -3.27
18 H -0.41 3.04 2.05
19 H 1.19 1.91 -3.01
20 C 0.29 -0.29 2.90
21 Pt -0.02 0.12 -0.21
22 C -1.31 -5.28 -0.30
23 P -0.72 0.55 -2.31
24 H -3.13 2.71 0.94
25 H -1.62 -0.39 2.09
26 H 0.44 -0.76 4.86
27 H -2.68 1.03 -3.69
28 C 0.98 -3.74 -0.86
29 H -0.11 -6.97 -0.94
30 C 0.10 2.04 -2.99
31 N -0.42 -1.79 -0.21
32 H -0.16 2.91 -2.36
33 H -1.51 -0.75 3.79
34 H 2.42 2.75 -1.00
35 H -2.80 1.76 -2.05
36 C 2.41 -0.37 4.09
37 H -0.93 -1.69 -3.17
38 H 2.53 2.35 0.73
39 C 0.99 -5.10 -1.05
40 C -1.36 -3.93 -0.10
41 H 3.08 -0.58 0.35
42 H 3.93 2.10 -0.33
43 H -2.60 3.02 2.61
44 C -0.44 4.40 0.40
45 H 2.83 -1.30 4.47
46 N -1.06 -0.51 2.92
47 N 0.97 -0.48 4.04
48 H 2.69 0.43 4.78
49 H 1.86 -3.12 -1.06
50 H 0.50 4.15 -0.11
51 H 2.83 -0.15 3.10
52 C -0.29 -0.83 -3.42
53 O -0.97 2.08 0.26
54 H -0.24 2.22 -4.01
55 H 2.63 -0.14 -2.01

Values from the calculation:
Energy = -1655.50886 Eh
Energy relative to the best compared isomer or geometry (same formula, charge and spin) = 5.78 kcal per mole
2S+1 = 5
Highest occupied orbital energy (alpha / beta) = -4.7850 / -7.4308 eV
HOMO-LUMO gap (alpha / beta) = 0.1867 / 0.2355 Eh
LUMO (alpha / beta) = 0.295 / -1.024 eV
Charge = 0

---

Molecular formula: C15H32N7O7
Method: DFT, ωB97M-V/def2-TZVPD

Atoms and positions in Å:
1 H -2.81 -4.84 0.74
2 N 0.48 -0.14 -3.45
3 H -2.44 -7.92 4.33
4 C 6.29 4.93 0.41
5 O -3.15 0.22 -2.00
6 H 1.30 5.24 -1.30
7 H -4.16 -7.52 4.42
8 H -3.71 3.36 -2.60
9 C -0.05 -1.78 3.12
10 O 1.83 4.65 -1.86
11 H 5.70 4.80 -0.49
12 C -3.24 -7.34 3.87
13 H -0.43 2.93 -0.82
14 H -1.86 -1.18 0.90
15 C -3.02 2.54 -2.43
16 H -3.97 -6.03 1.36
17 C 0.94 0.77 -2.57
18 H -1.58 -2.92 0.94
19 C -2.12 2.36 -3.66
20 C -0.65 0.35 -3.91
21 C 4.11 2.94 0.06
22 H 6.16 5.95 0.77
23 C 0.19 -1.76 0.61
24 H -5.42 2.17 -2.19
25 C -3.74 1.25 -2.11
26 N 5.86 3.98 1.43
27 N -2.90 -5.93 3.90
28 H 6.34 4.00 2.32
29 H -2.24 -6.43 1.26
30 H 4.78 2.69 -0.77
31 C -2.75 -5.07 2.86
32 H 7.34 4.77 0.17
33 H -2.46 2.81 -1.54
34 O 1.49 3.33 -1.40
35 H -1.10 -1.98 2.95
36 O 0.94 -1.65 -0.36
37 O -2.47 -3.90 3.05
38 N 0.08 1.82 -2.52
39 H -3.37 -7.68 2.85
40 H 0.37 -2.59 3.71
41 H -1.52 -2.05 -0.61
42 C 0.16 3.06 -1.72
43 O 4.64 2.32 2.30
44 H 3.61 3.88 -0.15
45 H -2.66 1.78 -4.40
46 H 3.38 2.15 0.17
47 H -1.84 3.32 -4.07
48 H 1.67 -1.48 1.91
49 H -1.31 -0.12 -4.62
50 C 4.89 3.04 1.36
51 N -0.94 1.55 -3.38
52 N 0.68 -1.66 1.86
53 N 2.06 0.64 -1.83
54 O -5.07 1.30 -1.97
55 H 2.90 1.16 -1.99
56 H 2.02 0.01 -1.04
57 H 0.06 -0.85 3.68
58 H -0.28 3.86 -2.31
59 H -2.76 -5.49 4.79
60 C -1.28 -1.99 0.45
61 C -2.96 -5.64 1.47

Values from the calculation:
Energy = -1500.44056 Eh
2S+1 = 1
Highest occupied orbital energy = -11.2887 eV
HOMO-LUMO gap = 0.3121 Eh
LUMO = -2.797 eV
Charge = +1